Version a
A cluster of 10 separate species, C4H28NO11 in total, computed with ωB97M-V/def2-TZVPD.

Geometry (Å):
1 O -2.87982 -0.26296 -0.64797
2 C -2.05694 -1.13467 -0.59951
3 C -0.91309 -1.08987 -1.65174
4 C -0.02639 0.09660 -1.23025
5 C 0.79101 0.72066 -2.34357
6 O 0.86703 -0.44969 -0.25964
7 N -0.19527 -2.38360 -1.58013
8 H -1.99902 -1.87854 0.21566
9 H -1.44190 -0.93491 -2.58952
10 H -0.62312 0.91156 -0.83254
11 H 1.78067 0.97256 -1.97208
12 H 0.88672 0.16683 -3.28211
13 H 0.40541 1.66518 -2.72717
14 H 0.53117 -0.16936 0.62692
15 H 0.66668 -2.19166 -1.05793
16 H -0.02698 -2.82971 -2.48366
17 H -0.70870 -3.13351 -1.09717
18 H 1.58258 -3.20374 1.64005
19 H 1.46143 -4.24422 0.61239
20 O 1.22609 -3.31493 0.75249
21 H -2.06322 2.73050 -3.50927
22 H -2.89217 1.79966 -2.69127
23 O -2.01882 1.86018 -3.08930
24 H -0.44163 4.57282 3.31987
25 H 0.02363 4.11621 1.79692
26 O -0.69165 4.38723 2.41658
27 H 2.60746 -1.71515 3.98355
28 H 3.24105 -0.34113 3.77573
29 O 2.56545 -0.79974 4.27921
30 H -1.36650 0.52088 1.89495
31 H -0.03396 0.27593 2.59691
32 O -0.60720 -0.12430 1.91740
33 H -1.49242 2.84815 1.97334
34 H -2.48091 2.31667 0.93668
35 O -2.10860 2.10348 1.77359
36 H 1.66729 2.85516 0.98009
37 H 2.34410 4.21434 1.38204
38 O 1.59083 3.82104 0.94707
39 H -2.85245 -4.49990 -1.95162
40 H -1.46407 -4.84016 -2.63626
41 O -1.91615 -4.32060 -1.96281
42 H 2.28620 -0.09078 0.79176
43 H 3.76740 0.50024 0.50591
44 O 3.00879 0.49729 1.07640

Its charge is +1. Its LUMO energy is -0.110 hartree. As for the spin multiplicity: 1.

Version b
A cluster of 10 separate species, C4H28NO11 in total, computed with ωB97M-V/def2-TZVPD.

Geometry (Å):
1 O 2.61848 -1.34749 2.42579
2 C 2.32400 -1.28859 1.10627
3 C 0.81211 -1.16013 0.86603
4 N 0.01936 -0.96632 2.16246
5 C -1.24124 -1.71644 2.14602
6 C 0.55882 0.04717 0.00706
7 O 3.14356 -1.20782 0.24715
8 H 3.35715 -0.78616 2.69881
9 H 0.40221 -2.08935 0.46707
10 H -0.19855 0.03379 2.17330
11 H 0.57595 -1.18160 2.98572
12 H -1.76630 -1.57285 3.08711
13 H -1.20293 -2.77996 1.94373
14 H -1.91740 -1.16282 1.49721
15 H -0.20750 -0.02004 -0.75088
16 H 0.36030 0.97885 0.55538
17 H 1.45353 0.46056 -0.45067
18 H -0.11908 -0.63308 -2.61472
19 H -1.39960 -0.42976 -3.44586
20 O -1.08318 -0.56719 -2.54384
21 H -0.52455 3.61147 0.03817
22 H -0.76769 4.14199 -1.37493
23 O -0.94956 3.39208 -0.79813
24 H 3.03160 -0.99730 -3.08353
25 H 2.84147 -0.85175 -1.54979
26 O 2.37429 -0.79689 -2.40858
27 H -3.50144 1.68814 0.17983
28 H -2.62763 2.89594 0.29103
29 O -3.31391 2.42511 0.79370
30 H -2.24714 1.11837 3.45775
31 H -2.60536 1.54819 1.99685
32 O -2.04303 0.92421 2.53712
33 H -3.70734 -0.91587 -0.47844
34 H -2.70862 -0.40795 -1.53642
35 O -3.23135 -0.13005 -0.76414
36 H 3.95573 1.25981 -0.55048
37 H 2.91355 2.43351 -0.37902
38 O 3.26896 1.62470 0.01181
39 H 1.96833 1.51378 -2.61813
40 H 0.49301 1.68725 -2.16051
41 O 1.35784 2.12424 -2.18614
42 H -0.12352 -3.20183 -1.98353
43 H -0.25371 -4.32446 -0.96165
44 O -0.08961 -3.37344 -1.03597

Its charge is +1. Its LUMO energy is -0.090 hartree. As for the spin multiplicity: 1.

Relative energies with respect to the most stable structure, expressed in hartree: version a 0.0397; version b 0.0000.

Version a
The molecule C4H6NP, computed with ωB97M-V/def2-TZVPD.

Geometry (Å):
1 C -1.18218 -0.90926 -0.34051
2 C 0.17211 -0.20525 -0.25815
3 P 2.00488 -1.10311 0.09436
4 N 2.79496 0.44615 -0.06682
5 C 1.93634 1.36256 -0.20615
6 C 0.47078 1.13527 -0.29900
7 H -1.23950 -2.03401 -0.42304
8 H -1.72176 -0.49395 -1.19559
9 H -1.74151 -0.34125 0.48259
10 H 1.94370 -0.90710 1.45140
11 H 2.32097 2.39152 -0.27609
12 H -0.25330 2.00425 -0.49220

Its LUMO energy is 0.018 hartree. As for the spin multiplicity: 1.

Version b
A cluster of 2 separate species, C4H6NP in total, computed with ωB97M-V/def2-TZVPD.

Geometry (Å):
1 C 2.37408 0.79069 -1.99073
2 C 0.01852 -0.15893 0.60809
3 C -0.85911 -0.96056 1.49319
4 C -0.63224 0.44217 -0.56090
5 N 2.92648 1.27002 -2.88692
6 P 1.59506 0.24285 0.95161
7 H -0.24967 -1.74977 2.03650
8 H -1.51139 -1.46759 0.73128
9 H -1.31711 -0.25976 2.10324
10 H -0.79369 -0.31222 -1.29885
11 H 0.05769 1.27247 -0.95329
12 H -1.60861 0.89066 -0.23322

Its LUMO energy (alpha / beta) is -0.106 / -0.103 hartree. As for the spin multiplicity: 1.

Relative energies with respect to the most stable structure, expressed in hartree: version a 0.0000; version b 0.1201.

Version a
The molecule C7H7F, computed with ωB97M-V/def2-TZVPD.

Geometry (Å):
1 C -0.47103 1.87002 -0.10886
2 C -0.63642 0.56624 0.00589
3 C -1.83723 -0.28060 0.27875
4 C -1.45121 -1.53701 -0.01312
5 C -0.08892 -1.55931 -0.19271
6 C 0.51143 -0.37168 -0.18149
7 C 1.99673 0.23730 0.13153
8 F 2.85908 -0.74027 0.08926
9 H -1.26212 2.58304 -0.09432
10 H 0.48924 2.37003 -0.45640
11 H -2.81948 0.13821 0.47371
12 H -2.01794 -2.47485 -0.21959
13 H 0.47914 -2.51815 -0.05869
14 H 2.34466 0.88152 -0.70101
15 H 1.90406 0.83551 1.04705

Its LUMO energy is -0.002 hartree. As for the spin multiplicity: 1.

Version b
The molecule C7H7F, computed with ωB97M-V/def2-TZVPD.

Geometry (Å):
1 C 0.94367 1.76465 0.02491
2 C 0.53515 0.33902 -0.03844
3 C 1.35520 -0.71053 0.00790
4 C 0.62722 -1.97035 0.02573
5 C -0.69936 -1.65630 -0.02187
6 C -0.82755 -0.20930 -0.05314
7 C -1.94488 0.50457 -0.04111
8 F -3.16052 -0.09577 0.06243
9 H 0.61566 2.31499 -0.86927
10 H 2.03314 1.82596 0.05233
11 H 0.50815 2.32657 0.89813
12 H 2.45015 -0.66935 0.07897
13 H 1.10294 -2.94268 0.11461
14 H -1.51048 -2.40480 -0.16103
15 H -2.02848 1.58330 -0.08015

Its LUMO energy is 0.003 hartree. As for the spin multiplicity: 1.

Relative energies with respect to the most stable structure, expressed in hartree: version a 0.0535; version b 0.0000.

Version a
A cluster of 2 separate species, CH8NO in total, computed with ωB97M-V/def2-TZVPD.

Geometry (Å):
1 C 1.01142 -1.31246 0.30808
2 N 0.76624 -0.00341 -0.48174
3 H 0.11532 -2.05698 0.50490
4 H 1.90498 -1.94241 0.03203
5 H 1.29750 -1.14794 1.43807
6 H -0.10030 0.37850 -0.16225
7 H 0.85809 -0.26771 -1.50636
8 H 1.59012 0.58870 -0.26052
9 H -2.20353 1.79470 -0.40761
10 H -1.99415 1.11381 0.98343
11 O -1.61253 1.17975 0.11276

Its charge is +1. Its LUMO energy is -0.133 hartree. As for the spin multiplicity: 1.

Version b
A cluster of 2 separate species, CH8NO in total, computed with ωB97M-V/def2-TZVPD.

Geometry (Å):
1 N 0.00680 1.92047 0.51202
2 H -0.79687 1.74257 1.19780
3 H 0.14673 0.98247 0.08912
4 H 0.85354 2.22601 1.03526
5 H -0.29233 2.55745 -0.23745
6 C 0.14037 -1.85351 -0.13842
7 O -0.20462 -0.46772 -0.77062
8 H 0.72562 -2.50603 -0.93627
9 H -0.83689 -2.27319 0.28702
10 H 0.82817 -1.59342 0.66770
11 H -0.57053 -0.73510 -1.70617

Its charge is +1. Its LUMO energy is -0.145 hartree. As for the spin multiplicity: 1.

Relative energies with respect to the most stable structure, expressed in hartree: version a 0.0000; version b 0.0071.